# 1
{"formula": "C30H53F3N6O7", "method": "the ωB97M-V functional and the def2-TZVPD basis", "energy_ha": -2329.29539, "homo_energy_ev": -8.5, "e_lumo_ev": -1.11, "smiles": "O=C=Nc1c(CCC(F)(F)F)ccc2nccnc12.COCCNCCOC.COCCNCCOC.COCCNCCOC", "symbols": ["O", "C", "N", "C", "C", "C", "C", "C", "F", "F", "F", "C", "C", "C", "N", "C", "C", "N", "C", "H", "H", "H", "H", "H", "H", "H", "H", "C", "O", "C", "C", "N", "C", "C", "O", "C", "H", "H", "H", "H", "H", "H", "H", "H", "H", "H", "H", "H", "H", "H", "H", "C", "O", "C", "C", "N", "C", "C", "O", "C", "H", "H", "H", "H", "H", "H", "H", "H", "H", "H", "H", "H", "H", "H", "H", "C", "O", "C", "C", "N", "C", "C", "O", "C", "H", "H", "H", "H", "H", "H", "H", "H", "H", "H", "H", "H", "H", "H", "H"], "positions_angstrom": [[0.53185, 2.00076, -0.46349], [-0.66330, 1.60289, -0.45833], [-1.96671, 1.53561, -0.61045], [-2.67144, 2.06496, 0.61043], [-3.53953, 1.04453, 1.39999], [-3.68612, -0.53049, 1.01514], [-2.28330, -1.32130, 1.07849], [-1.53444, -1.25095, 2.50139], [-1.14243, -2.61193, 2.83523], [-0.36736, -0.40046, 2.32423], [-2.34422, -0.80467, 3.58636], [-4.37115, 1.50745, 2.68819], [-4.23227, 2.99768, 3.11017], [-3.32081, 4.07389, 2.35495], [-3.28625, 5.40360, 2.92283], [-2.41219, 6.21926, 2.12520], [-1.65309, 5.78419, 0.82733], [-1.72099, 4.45505, 0.28972], [-2.55495, 3.58573, 1.08931], [-4.06670, -0.58811, -0.08019], [-4.51970, -1.01554, 1.66432], [-1.60440, -0.85957, 0.26320], [-2.48314, -2.43245, 0.81387], [-5.04211, 0.76020, 3.25565], [-4.83098, 3.32888, 4.04541], [-2.29330, 7.32543, 2.45504], [-1.00282, 6.55640, 0.26750], [4.76288, -2.20187, -3.80017], [4.50024, -3.32663, -2.97430], [5.01977, -3.20242, -1.64777], [3.89552, -2.96742, -0.63216], [3.30963, -1.63416, -0.77729], [2.03887, -1.45488, -0.06708], [0.87085, -2.39146, -0.42006], [0.32118, -2.18020, -1.71790], [1.05577, -2.77783, -2.77553], [4.56329, -2.48934, -4.83426], [4.10363, -1.36814, -3.54961], [5.80845, -1.88599, -3.72536], [5.79207, -2.42994, -1.57891], [5.49314, -4.16031, -1.41363], [4.29801, -3.07450, 0.38091], [3.15087, -3.75211, -0.78940], [3.14944, -1.44633, -1.75913], [1.71794, -0.42771, -0.26410], [2.23198, -1.52045, 1.01040], [0.05904, -2.16385, 0.27835], [1.10701, -3.44868, -0.26359], [1.50127, -3.73343, -2.48825], [1.81813, -2.08579, -3.13710], [0.36899, -2.95476, -3.60896], [7.34508, -2.68198, 5.41460], [7.60767, -1.51632, 4.64765], [7.17663, -1.61121, 3.28750], [5.93361, -0.74880, 3.03861], [4.75106, -1.30716, 3.69573], [3.61173, -0.38588, 3.76865], [3.80983, 0.95942, 4.48790], [3.97570, 0.85230, 5.89877], [5.28450, 0.49337, 6.31417], [7.92501, -2.61589, 6.33715], [6.28894, -2.74452, 5.68500], [7.64769, -3.58871, 4.88082], [7.01494, -2.64869, 2.97847], [7.99336, -1.21197, 2.67920], [5.74951, -0.68619, 1.96063], [6.16007, 0.25541, 3.40611], [4.99346, -1.58148, 4.63959], [2.81052, -0.92638, 4.28102], [3.25638, -0.19345, 2.74914], [2.88756, 1.53356, 4.34787], [4.60602, 1.56746, 4.04694], [6.05964, 0.92332, 5.67488], [5.37603, -0.59322, 6.36010], [5.43216, 0.86602, 7.33244], [-7.78936, 0.30284, -6.11638], [-6.39461, 0.16677, -6.34473], [-5.75233, 1.38341, -6.73488], [-4.88819, 1.94272, -5.59856], [-5.70906, 2.45573, -4.50104], [-4.96609, 2.71075, -3.26174], [-4.20821, 1.53965, -2.61335], [-5.05015, 0.53492, -2.05135], [-5.57604, -0.38952, -2.99183], [-8.22383, -0.69801, -6.07947], [-7.98488, 0.78992, -5.15877], [-8.27454, 0.86019, -6.92415], [-6.46708, 2.12728, -7.10029], [-5.09185, 1.12711, -7.56823], [-4.26259, 2.75281, -5.98818], [-4.23266, 1.13403, -5.26509], [-6.44294, 1.78950, -4.29521], [-5.69564, 3.08143, -2.53578], [-4.26125, 3.53102, -3.44300], [-3.64765, 1.95248, -1.76898], [-3.45900, 1.09483, -3.27574], [-4.87252, -0.61331, -3.79755], [-6.52068, -0.01732, -3.39186], [-5.80208, -1.32109, -2.46342]], "forces_ev_per_angstrom": [[-7.228, -3.375, 0.023], [2.065, 4.021, -0.827], [4.757, 0.579, 2.861], [-2.529, -1.051, 3.288], [0.177, 2.391, 0.556], [-0.002, 0.975, -0.438], [-0.622, 0.200, -0.106], [-0.153, -0.774, -0.633], [-0.320, 3.658, -0.380], [-2.801, -2.294, 1.341], [2.456, -0.868, -2.623], [2.580, 4.278, -1.844], [0.484, -2.480, -1.595], [-0.857, -2.144, 0.296], [3.544, -0.924, -5.173], [-0.603, -1.427, -0.364], [-1.536, -2.385, 1.126], [-1.976, 2.474, 4.163], [-0.111, -0.321, -0.062], [0.741, 0.162, 1.742], [1.672, 0.934, -0.906], [-1.042, -0.912, 1.588], [0.488, 1.897, 0.607], [1.331, 1.472, -1.047], [1.272, -0.391, -1.842], [-0.253, -2.192, -0.551], [-1.232, -1.506, 1.035], [-0.106, -0.319, -0.045], [0.345, 0.414, 0.053], [-0.458, -0.387, 0.309], [0.277, 0.351, -0.431], [-0.098, -0.239, 0.058], [0.063, 0.012, -0.169], [-0.097, 0.399, 0.197], [0.137, -0.260, 0.211], [-0.351, 0.265, -0.181], [-0.008, -0.062, 0.111], [0.102, 0.206, -0.013], [-0.071, 0.045, 0.034], [-0.139, 0.110, -0.100], [0.000, 0.030, 0.015], [-0.041, 0.017, -0.014], [0.054, -0.224, 0.052], [0.067, -0.029, 0.087], [-0.064, -0.059, 0.069], [-0.053, -0.120, -0.059], [0.171, -0.049, -0.104], [0.125, -0.033, -0.151], [0.085, 0.091, 0.051], [0.198, -0.192, -0.057], [-0.021, 0.012, 0.182], [0.187, 0.282, 0.034], [-0.128, -0.511, -0.152], [-0.120, 0.660, -0.094], [0.105, -0.536, 0.291], [0.082, 0.220, -0.062], [0.125, -0.094, 0.122], [-0.494, -0.120, 0.038], [0.260, 0.106, -0.325], [-0.324, 0.028, 0.347], [-0.015, 0.078, -0.101], [-0.082, -0.212, -0.003], [-0.083, 0.025, 0.014], [-0.104, -0.010, 0.174], [-0.028, -0.016, -0.008], [-0.025, 0.009, 0.033], [0.159, 0.127, -0.111], [0.018, 0.011, -0.110], [-0.030, 0.122, -0.019], [0.086, 0.094, 0.048], [0.048, -0.080, 0.050], [0.171, -0.113, 0.048], [-0.029, -0.108, -0.066], [0.276, -0.025, -0.081], [-0.105, 0.051, -0.141], [0.219, -0.255, -0.044], [-0.346, 0.389, -0.127], [0.603, -0.131, 0.237], [-0.632, -0.056, -0.070], [0.208, -0.101, -0.040], [-0.180, -0.223, -0.088], [-0.200, 0.583, 0.348], [0.247, -0.073, -0.290], [-0.169, -0.050, 0.429], [0.120, 0.043, -0.017], [-0.179, 0.144, -0.005], [0.014, 0.030, 0.085], [-0.093, -0.053, 0.173], [-0.012, 0.027, 0.014], [-0.020, -0.025, 0.029], [0.175, -0.075, -0.142], [0.069, 0.059, -0.073], [0.109, -0.017, 0.052], [0.045, -0.123, -0.003], [-0.331, -0.078, -0.358], [-0.097, -0.102, -0.101], [-0.054, 0.109, -0.037], [0.025, -0.105, -0.260], [0.106, 0.116, 0.022]]}

---

# 2
{"formula": "C30H53N2O17P3S", "method": "the ωB97M-V functional and the def2-TZVPD basis", "energy_ha": -3985.96845, "homo_energy_ev": -9.1, "e_lumo_ev": -0.40, "smiles": "C#CCc1nc2cccc(CCCCCOC(C)=O)c2nc1CCCS(=O)(=O)O.COP(=O)(OC)OC.COP(=O)(OC)OC.COP(=O)(OC)OC", "symbols": ["C", "C", "C", "C", "N", "C", "C", "C", "C", "C", "C", "C", "C", "C", "C", "O", "C", "C", "O", "C", "N", "C", "C", "C", "C", "S", "O", "O", "O", "H", "H", "H", "H", "H", "H", "H", "H", "H", "H", "H", "H", "H", "H", "H", "H", "H", "H", "H", "H", "H", "H", "H", "H", "H", "H", "C", "O", "P", "O", "O", "C", "O", "C", "H", "H", "H", "H", "H", "H", "H", "H", "H", "C", "O", "P", "O", "O", "C", "O", "C", "H", "H", "H", "H", "H", "H", "H", "H", "H", "C", "O", "P", "O", "O", "C", "O", "C", "H", "H", "H", "H", "H", "H", "H", "H", "H"], "positions_angstrom": [[1.88986, -0.30118, -0.41740], [1.88581, 0.84647, -0.75114], [1.86861, 2.21637, -1.23658], [0.56920, 2.91744, -0.85695], [0.02696, 2.55353, 0.27503], [-1.15569, 3.20205, 0.53682], [-1.83586, 2.89247, 1.72445], [-3.01745, 3.47213, 2.01893], [-3.60087, 4.41676, 1.15744], [-2.96406, 4.74285, 0.00127], [-3.58982, 5.73123, -0.95366], [-4.29533, 5.01977, -2.10604], [-5.57405, 4.26771, -1.67202], [-6.72838, 4.57690, -2.62783], [-7.88520, 3.56027, -2.59887], [-7.64110, 2.45090, -1.72056], [-7.66064, 1.24996, -2.38742], [-9.01094, 0.60077, -2.46237], [-6.65962, 0.77142, -2.83138], [-1.72456, 4.14552, -0.31553], [-1.09426, 4.51048, -1.47384], [0.03548, 3.90643, -1.73645], [0.71822, 4.29006, -3.02391], [2.11518, 4.91598, -2.84873], [3.04920, 4.37408, -3.94931], [4.74111, 4.88764, -3.76686], [4.83748, 6.17933, -3.16787], [5.35858, 4.77442, -5.05187], [5.40833, 3.75738, -2.85785], [1.58746, -1.29398, -0.18481], [1.95426, 2.14332, -2.31674], [2.73291, 2.74805, -0.83656], [-1.43254, 2.17717, 2.42337], [-3.52549, 3.19150, 2.93066], [-4.55294, 4.87247, 1.37322], [-2.79553, 6.37073, -1.32568], [-4.34095, 6.30214, -0.41265], [-3.62766, 4.33624, -2.62500], [-4.59484, 5.75999, -2.84900], [-5.36759, 3.20491, -1.72658], [-5.87760, 4.52034, -0.65891], [-7.12134, 5.56785, -2.40816], [-6.34333, 4.61965, -3.64635], [-8.79093, 4.06065, -2.25669], [-8.10407, 3.20003, -3.60270], [-9.10418, -0.05199, -1.59824], [-9.80791, 1.33695, -2.39887], [-9.11342, 0.05936, -3.39508], [0.72888, 3.43986, -3.70636], [0.08022, 5.03457, -3.48922], [2.11018, 5.99508, -2.95706], [2.55097, 4.67879, -1.88135], [2.67322, 4.68342, -4.91701], [3.03518, 3.28501, -3.94658], [4.74021, 3.29322, -2.33247], [5.26580, -2.52754, 1.58350], [5.08445, -3.72025, 0.80850], [3.76471, -4.55135, 1.06963], [2.50973, -3.81913, 0.92228], [3.95228, -5.16913, 2.52937], [5.23397, -5.67286, 2.92024], [3.96786, -5.77145, 0.09155], [2.94145, -6.77829, 0.07905], [6.33097, -2.41032, 1.76817], [4.89515, -1.67036, 1.02426], [4.74413, -2.58822, 2.54000], [5.74425, -4.92145, 3.52281], [5.85037, -5.92798, 2.05888], [5.07616, -6.56522, 3.52149], [2.16352, -6.57468, 0.81466], [3.39719, -7.74033, 0.30210], [2.49479, -6.81661, -0.91095], [3.13074, 1.24734, 3.90515], [3.94348, 2.42222, 3.76702], [3.52326, 3.68965, 4.61644], [3.41372, 3.49794, 6.05700], [2.16035, 4.19304, 3.95888], [2.02847, 4.16273, 2.53382], [4.61685, 4.72510, 4.13210], [4.54969, 6.05030, 4.67582], [3.11432, 0.73875, 2.94353], [3.56287, 0.59319, 4.65985], [2.10801, 1.49937, 4.18855], [1.47108, 3.27139, 2.24787], [2.99931, 4.15987, 2.03665], [1.47236, 5.04530, 2.22183], [3.68980, 6.17796, 5.33281], [4.47788, 6.75726, 3.85114], [5.45974, 6.24293, 5.23910], [-0.48981, -12.45623, -1.21402], [-1.28087, -11.28608, -0.96693], [-0.52236, -10.00953, -0.42471], [0.59667, -9.53421, -1.23102], [-0.09244, -10.39208, 1.06497], [-1.00223, -11.12212, 1.89498], [-1.72098, -8.99712, -0.23847], [-1.40982, -7.69928, 0.28998], [-1.10421, -13.32517, -0.99058], [-0.19089, -12.47902, -2.25976], [0.40012, -12.47871, -0.58340], [-0.72478, -12.17613, 1.88761], [-2.03332, -11.01549, 1.55964], [-0.91623, -10.73785, 2.90874], [-0.35567, -7.60706, 0.54914], [-2.01200, -7.53788, 1.18194], [-1.65970, -6.94905, -0.45615]], "forces_ev_per_angstrom": [[-0.681, -0.186, -0.055], [0.295, -0.012, 0.073], [-0.267, -0.385, 0.150], [0.904, -0.533, 0.182], [-0.678, 1.104, -0.907], [0.296, -0.649, 0.794], [0.279, -0.503, 0.468], [-0.774, 0.217, 0.435], [0.274, -0.319, -0.030], [-0.565, 0.776, -0.365], [0.312, -0.671, 0.005], [-0.600, 0.280, -0.019], [0.277, -0.014, -0.709], [0.082, -0.382, -0.087], [-0.276, 0.559, 0.224], [-0.112, -0.103, -0.137], [0.225, 0.017, -0.051], [-0.164, 0.390, -0.011], [0.015, -0.014, 0.010], [0.272, 0.281, -0.725], [0.168, -0.350, 0.304], [-0.487, 0.342, -0.122], [-0.080, 0.537, 0.233], [0.587, -0.644, -0.639], [-0.613, -0.180, 1.020], [0.683, 0.905, -2.065], [-0.445, -0.315, 0.943], [0.020, -0.556, 0.117], [-0.440, 0.031, 0.197], [0.479, -0.303, 0.207], [0.114, 0.297, -0.212], [0.049, 0.200, -0.014], [0.304, -0.169, -0.119], [-0.045, 0.041, 0.078], [-0.123, 0.041, 0.202], [-0.105, 0.288, -0.113], [0.090, 0.296, 0.055], [0.176, -0.045, 0.050], [0.140, 0.227, -0.020], [-0.104, -0.183, 0.317], [0.097, -0.081, 0.178], [-0.053, 0.120, -0.009], [0.114, -0.017, -0.059], [-0.099, -0.086, 0.156], [0.107, -0.111, -0.113], [-0.059, -0.243, -0.034], [-0.003, 0.108, 0.065], [0.095, -0.327, 0.057], [0.188, -0.163, 0.022], [-0.201, -0.017, -0.080], [-0.221, 0.129, 0.256], [-0.083, 0.117, 0.209], [0.406, 0.238, -0.286], [0.165, -0.117, -0.093], [0.137, 0.060, 0.147], [0.007, 0.182, 0.018], [0.151, -0.264, -0.132], [-0.112, -0.060, -0.003], [-0.155, 0.025, 0.262], [-0.175, 0.217, 0.010], [0.054, -0.088, 0.053], [0.336, 0.197, -0.045], [-0.154, -0.249, -0.089], [0.011, -0.059, -0.066], [-0.049, -0.019, 0.004], [-0.028, -0.011, -0.017], [0.020, -0.001, -0.025], [-0.026, 0.004, -0.025], [-0.070, 0.019, 0.006], [0.021, 0.072, 0.002], [0.055, 0.030, -0.008], [0.019, 0.043, -0.006], [-0.037, -0.175, 0.011], [0.141, 0.154, -0.185], [-0.010, -0.010, 0.042], [-0.235, 0.092, 0.103], [0.037, -0.046, 0.185], [-0.112, -0.009, -0.151], [0.058, -0.218, -0.212], [0.037, 0.185, 0.040], [0.045, 0.063, -0.030], [-0.011, 0.045, 0.044], [0.011, 0.015, 0.021], [0.035, -0.004, -0.043], [0.025, 0.022, 0.040], [-0.026, 0.013, 0.095], [0.006, -0.051, 0.018], [0.005, -0.048, -0.032], [0.002, -0.053, 0.010], [0.081, -0.130, -0.101], [-0.300, 0.131, 0.108], [0.060, 0.095, 0.076], [0.258, 0.039, 0.217], [0.208, -0.012, -0.158], [-0.040, -0.006, 0.107], [-0.207, -0.309, -0.118], [-0.024, 0.189, 0.049], [-0.073, 0.059, -0.002], [0.029, 0.044, 0.009], [0.007, 0.035, -0.013], [-0.030, -0.003, -0.013], [0.007, 0.025, -0.026], [0.062, 0.032, -0.020], [0.012, -0.031, -0.038], [-0.019, -0.055, -0.012], [0.015, -0.039, -0.039]]}